{
  "formula": "C4H7IO2",
  "method": "the ωB97M-V functional and the def2-TZVPD basis",
  "orbital_gap_ev": 8.7,
  "homo_ev": -8.576,
  "elements": ["C", "C", "C", "C", "O", "O", "I", "H", "H", "H", "H", "H", "H", "H"],
  "xyz": [[-0.83868, 0.81248, -0.35350], [-0.14519, -1.13834, -1.68452], [1.42174, 0.07677, -0.00360], [0.07955, -0.02634, -0.69397], [-1.64787, 1.58736, 0.01909], [0.14013, 0.42678, 2.90839], [-1.61153, 0.82823, 3.26428], [0.74442, -1.26428, -2.29676], [-0.99230, -0.92527, -2.33159], [-0.33410, -2.07638, -1.16066], [1.32249, -0.17146, 1.05426], [1.82460, 1.08535, -0.06894], [2.11408, -0.61191, -0.47655], [-2.07734, 1.39700, 1.82408]],
  "mulliken_charge": [0.4896, -1.2516, -1.1220, 0.5494, -0.5523, -0.6781, 0.4508, 0.3501, 0.3754, 0.2723, 0.2229, 0.3340, 0.3488, 0.2106]
}

{
  "formula": "C4H7KO3",
  "method": "the ωB97M-V functional and the def2-TZVPD basis",
  "orbital_gap_ev": [5.9, 10.3],
  "homo_ev": [-9.864, -14.313],
  "spin_multiplicity": 2,
  "total_charge": 1,
  "elements": ["O", "C", "H", "H", "O", "O", "C", "C", "H", "H", "K", "C", "H", "H", "H"],
  "xyz": [[1.82235, -1.55514, 1.05175], [3.09133, -1.42003, 1.34207], [3.69511, -2.32860, 1.27468], [3.41412, -0.47512, 1.79262], [-0.59441, -0.77600, 1.41996], [1.00412, 0.71666, 1.61895], [0.65812, -0.42396, 1.38764], [-1.08979, -2.02265, 0.86102], [-0.31734, -2.79803, 0.85428], [-1.84352, -2.36694, 1.57623], [-0.65602, 2.71307, 2.55868], [-1.66821, -1.79896, -0.51407], [-0.92992, -1.35392, -1.19326], [-1.98305, -2.76944, -0.92001], [-2.55140, -1.14871, -0.46128]],
  "lowdin_spin": [0.2049, 0.6510, 0.0420, 0.0422, 0.0127, 0.0140, 0.0318, 0.0003, 0.0001, -0.0001, 0.0002, 0.0004, 0.0002, 0.0000, 0.0001]
}

{
  "formula": "C4H7LiMnO2",
  "method": "the ωB97M-V functional and the def2-TZVPD basis",
  "orbital_gap_ev": [8.2, 10.2],
  "homo_ev": [-11.740, -14.519],
  "spin_multiplicity": 7,
  "total_charge": 1,
  "elements": ["H", "C", "C", "C", "C", "O", "O", "Li", "Mn", "H", "H", "H", "H", "H", "H"],
  "xyz": [[-0.20212, -0.70668, -3.57325], [0.91946, -0.06159, -0.05738], [0.29750, 1.21101, 0.48165], [-0.46562, 0.54777, 1.56215], [-1.08220, -0.76647, 1.22502], [-0.57180, -1.09054, -0.03434], [1.13284, -0.17542, -1.35572], [1.39439, 0.37675, -3.09046], [-0.49899, -1.14619, -1.93191], [1.75429, -0.45779, 0.54406], [1.04545, 1.92430, 0.85202], [-0.32619, 1.68135, -0.29651], [-0.46150, 0.91247, 2.58877], [-2.18324, -0.68402, 1.16833], [-0.75226, -1.56495, 1.91757]],
  "lowdin_spin": [0.0018, 0.0666, 0.1068, 0.6375, 0.1115, 0.0843, 0.1078, 0.0144, 4.7528, 0.0055, 0.0010, 0.0310, 0.0296, 0.0273, 0.0221]
}

{
  "formula": "C4H7N",
  "method": "the ωB97M-V functional and the def2-TZVPD basis",
  "orbital_gap_ev": [5.3, 6.3],
  "homo_ev": [-0.526, -1.598],
  "spin_multiplicity": 2,
  "total_charge": -1,
  "elements": ["C", "C", "C", "N", "C", "H", "H", "H", "H", "H", "H", "H"],
  "xyz": [[0.60357, -1.39324, 1.67392], [0.46639, 0.02872, 1.23710], [-0.33643, 0.38200, 0.15214], [0.02511, 0.81944, -1.10446], [-0.72951, 0.57868, -2.13752], [-0.20362, -1.92167, 1.11635], [1.53181, -1.87479, 1.36107], [0.53184, -1.57438, 2.76091], [1.10302, 0.80912, 1.66806], [-1.41590, 0.13964, 0.15101], [-1.73790, 0.11746, -2.09793], [-0.37432, 1.10304, -3.02796]],
  "lowdin_spin": [0.0694, 0.3625, 0.1470, 0.0602, 0.2543, -0.0004, 0.0271, 0.0041, 0.0243, 0.0052, 0.0212, 0.0250]
}

The records above give, respectively, energy values of -16452.5601 -26721.0576 -39873.1028 -5748.3989 eV.